No. 1
Computed, not measured: a molecular structure, C26H51Cl5KN4O6P2SSi, with ωB97M-V/def2-TZVPD.

Positions of all 97 atoms, in Å:
K  -0.446  0.379  1.795
C  -1.974  -1.717  -1.339
C  -1.395  -2.741  -0.354
C  -1.178  -4.021  -1.139
C  -2.370  -2.943  0.808
O  -0.182  -2.180  0.107
Si  1.159  -2.961  0.740
S  2.259  -1.557  1.745
O  0.504  -4.130  1.695
C  0.914  -5.304  2.326
C  2.337  -5.145  2.834
C  -0.083  -5.539  3.446
C  0.858  -6.486  1.363
O  1.848  -3.829  -0.522
C  2.600  -3.235  -1.579
C  4.071  -3.122  -1.152
C  2.515  -4.183  -2.732
C  2.099  -1.859  -1.969
H  -2.966  -2.019  -1.645
H  -1.268  -1.583  -2.161
H  -2.055  -0.733  -0.862
H  -2.109  -4.386  -1.593
H  -0.738  -4.806  -0.543
H  -0.517  -3.830  -1.954
H  -3.385  -3.181  0.436
H  -2.447  -2.020  1.409
H  -2.017  -3.726  1.452
H  2.405  -4.249  3.442
H  3.044  -4.995  2.006
H  2.617  -6.046  3.361
H  -0.127  -4.721  4.179
H  0.166  -6.446  3.994
H  -1.126  -5.661  3.022
H  1.559  -6.344  0.550
H  -0.147  -6.598  0.953
H  1.128  -7.392  1.879
H  4.456  -4.145  -0.908
H  4.163  -2.479  -0.283
H  4.673  -2.709  -1.998
H  2.732  -5.209  -2.407
H  3.255  -3.932  -3.508
H  1.514  -4.197  -3.220
H  2.229  -1.157  -1.156
H  1.041  -1.920  -2.213
H  2.699  -1.527  -2.804
Cl  -2.540  -0.918  4.378
C  -3.208  0.706  4.150
C  -2.398  1.660  3.669
C  -2.978  2.902  3.585
Cl  -1.943  4.243  3.052
C  -4.286  3.215  3.971
Cl  -4.921  4.827  3.961
C  -5.099  2.172  4.411
Cl  -6.692  2.513  5.017
C  -4.551  0.896  4.494
Cl  -5.563  -0.365  5.145
C  -3.694  3.388  -0.558
N  -2.304  3.840  -0.647
C  -2.088  5.272  -0.476
P  -1.218  2.787  -1.279
O  -1.275  1.438  -0.686
O  0.164  3.606  -1.088
P  1.397  3.298  -0.085
O  0.974  2.724  1.190
N  2.098  4.787  0.052
C  1.923  5.567  1.264
C  2.358  5.609  -1.129
N  2.337  2.252  -0.946
C  2.484  2.147  -2.383
C  3.457  1.699  -0.180
N  -1.340  2.704  -2.948
C  -1.042  3.854  -3.775
C  -0.878  1.434  -3.566
H  -4.141  3.676  0.407
H  -3.681  2.302  -0.595
H  -4.266  3.821  -1.375
H  -2.346  5.539  0.560
H  -2.631  5.866  -1.226
H  -1.014  5.518  -0.577
H  1.513  4.936  2.048
H  1.255  6.411  1.105
H  2.881  5.941  1.591
H  2.434  4.978  -2.022
H  3.316  6.163  -1.075
H  1.544  6.339  -1.289
H  1.611  2.542  -2.907
H  2.588  1.093  -2.674
H  3.396  2.663  -2.776
H  3.195  1.602  0.860
H  4.342  2.362  -0.268
H  3.715  0.720  -0.595
H  -1.489  4.753  -3.314
H  -1.470  3.761  -4.770
H  0.035  4.038  -3.939
H  -0.860  0.610  -2.851
H  0.139  1.498  -4.001
H  -1.556  1.196  -4.413

The charge is -1. The calculation puts the calculated total energy at -5963.53816 Eh.


No. 2
Computed, not measured: 13 unconnected molecules or ions with the total composition C26H52Cl26, with ωB97M-V/def2-TZVPD.

Positions of all 104 atoms, in Å:
Cl  9.708  5.195  15.913
C  11.086  5.656  16.996
C  12.166  4.536  16.902
Cl  12.843  4.220  15.310
H  10.667  5.785  17.994
H  11.472  6.630  16.695
H  11.727  3.588  17.213
H  13.016  4.818  17.524
Cl  15.541  14.548  14.039
C  13.871  13.856  14.062
C  13.600  12.738  13.044
Cl  13.683  13.402  11.328
H  13.195  14.710  14.114
H  13.792  13.397  15.047
H  12.565  12.413  13.146
H  14.314  11.927  13.185
Cl  7.694  8.953  8.817
C  6.940  8.348  10.317
C  6.966  9.359  11.466
Cl  8.543  10.264  11.592
H  7.509  7.440  10.513
H  5.907  8.067  10.110
H  6.697  8.963  12.446
H  6.156  10.065  11.281
Cl  3.187  5.297  14.788
C  3.927  4.170  13.627
C  5.390  4.427  13.238
Cl  5.545  5.943  12.464
H  3.319  4.327  12.736
H  3.776  3.194  14.090
H  5.814  3.737  12.509
H  5.848  4.430  14.228
Cl  9.706  1.794  12.065
C  9.344  2.497  13.660
C  10.025  1.715  14.843
Cl  9.278  0.118  15.013
H  8.283  2.525  13.908
H  9.631  3.548  13.697
H  9.808  2.283  15.748
H  11.097  1.573  14.704
Cl  11.466  4.966  6.797
C  10.615  5.902  8.003
C  11.134  7.346  8.149
Cl  12.834  7.325  8.685
H  10.793  5.406  8.957
H  9.588  5.867  7.638
H  10.712  7.923  8.972
H  11.052  7.907  7.218
Cl  14.315  11.298  8.430
C  13.281  12.395  7.473
C  11.994  11.720  6.939
Cl  11.065  11.071  8.348
H  13.973  12.790  6.728
H  13.046  13.249  8.109
H  12.295  10.961  6.218
H  11.462  12.506  6.403
Cl  15.739  5.928  13.705
C  17.111  4.829  13.893
C  16.585  3.492  14.306
Cl  17.775  2.194  14.121
H  17.788  5.198  14.664
H  17.681  4.808  12.965
H  15.737  3.189  13.692
H  16.244  3.402  15.337
Cl  15.753  2.252  10.724
C  13.952  2.107  10.584
C  13.201  3.067  11.523
Cl  13.440  4.795  11.094
H  13.739  1.092  10.920
H  13.637  2.173  9.543
H  13.351  2.950  12.596
H  12.156  2.803  11.361
Cl  14.735  12.253  17.156
C  15.274  11.243  18.447
C  15.214  9.797  18.039
Cl  13.601  9.234  17.407
H  14.635  11.261  19.330
H  16.315  11.403  18.729
H  15.455  9.126  18.863
H  15.983  9.677  17.276
Cl  7.194  8.287  18.482
C  6.065  8.496  17.084
C  6.214  7.289  16.138
Cl  5.668  5.796  17.055
H  6.214  9.463  16.604
H  5.079  8.591  17.538
H  7.230  7.148  15.767
H  5.506  7.320  15.310
Cl  9.680  6.297  11.551
C  10.423  7.194  12.884
C  11.609  8.050  12.327
Cl  12.249  8.993  13.709
H  10.759  6.573  13.714
H  9.611  7.842  13.213
H  11.321  8.774  11.565
H  12.353  7.398  11.869
Cl  8.972  9.795  14.866
C  9.521  11.501  14.992
C  8.912  12.302  16.137
Cl  9.566  11.802  17.679
H  9.332  12.010  14.047
H  10.596  11.447  15.165
H  7.826  12.212  16.101
H  9.096  13.375  16.073

The calculation puts the calculated total energy at -12986.86567 Eh.


No. 3
Computed, not measured: 3 unconnected molecules or ions with the total composition C26H52F8N3O6, with ωB97M-V/def2-TZVPD.

Positions of all 95 atoms, in Å:
C  4.486  -1.975  1.035
C  3.669  -0.739  1.417
C  2.962  -0.059  0.232
C  2.044  -1.011  -0.548
N  2.538  -1.195  -1.970
C  1.705  -2.210  -2.688
C  0.273  -1.702  -2.644
O  -0.154  -1.658  -1.302
C  0.542  -0.676  -0.534
C  0.164  0.759  -0.923
C  -1.132  1.233  -0.222
O  -2.079  0.186  -0.136
C  -2.452  -0.161  1.177
C  -3.258  -1.474  1.135
F  -4.369  -1.330  1.879
F  -3.638  -1.772  -0.132
C  -2.460  -2.700  1.684
F  -2.658  -2.785  3.009
F  -1.120  -2.516  1.479
C  -2.837  -4.053  1.034
F  -4.172  -4.189  1.059
F  -2.303  -5.023  1.802
C  -2.287  -4.181  -0.428
F  -3.306  -4.468  -1.267
F  -1.388  -5.192  -0.489
H  3.849  -2.839  0.825
H  5.163  -1.774  0.199
H  5.110  -2.269  1.881
H  4.359  0.006  1.826
H  2.962  -0.960  2.223
H  2.407  0.804  0.603
H  3.751  0.306  -0.439
H  2.146  -2.008  -0.112
H  3.491  -1.554  -1.890
H  2.600  -0.301  -2.473
H  1.756  -3.143  -2.124
H  2.057  -2.340  -3.712
H  -0.394  -2.351  -3.212
H  0.239  -0.711  -3.114
H  0.232  -0.840  0.501
H  0.000  0.854  -1.997
H  0.943  1.473  -0.645
H  -0.908  1.664  0.759
H  -1.570  2.031  -0.830
H  -1.577  -0.290  1.821
H  -3.085  0.596  1.655
H  -1.810  -3.256  -0.757
C  -9.201  0.371  3.618
O  -8.893  1.750  3.682
C  -8.901  2.291  4.998
C  -7.510  2.728  5.401
N  -6.635  1.577  5.579
C  -5.228  1.905  5.765
C  -4.496  2.568  4.604
O  -4.350  1.733  3.466
C  -5.427  1.759  2.546
H  -9.260  0.101  2.565
H  -8.432  -0.245  4.097
H  -10.165  0.158  4.088
H  -9.300  1.566  5.713
H  -9.559  3.163  4.996
H  -7.566  3.281  6.343
H  -7.146  3.418  4.626
H  -6.725  0.973  4.772
H  -4.704  0.975  5.999
H  -5.134  2.551  6.644
H  -3.481  2.796  4.942
H  -4.952  3.521  4.313
H  -5.911  2.738  2.506
H  -6.173  0.989  2.757
H  -5.012  1.548  1.559
C  3.678  1.780  -4.759
O  4.197  0.728  -3.950
C  4.689  -0.383  -4.705
C  6.189  -0.520  -4.563
N  6.870  0.573  -5.232
C  8.314  0.623  -5.007
C  8.803  0.900  -3.591
O  8.501  2.199  -3.121
C  7.248  2.355  -2.496
H  3.258  2.528  -4.088
H  4.461  2.248  -5.358
H  2.890  1.416  -5.423
H  4.405  -0.288  -5.756
H  4.218  -1.294  -4.312
H  6.497  -1.464  -5.021
H  6.423  -0.575  -3.488
H  6.465  1.450  -4.929
H  8.714  1.405  -5.655
H  8.748  -0.322  -5.347
H  9.893  0.834  -3.607
H  8.455  0.147  -2.872
H  6.939  1.439  -1.979
H  6.466  2.648  -3.205
H  7.344  3.153  -1.760

The charge is +1. The calculation puts the calculated total energy at -2436.15711 Eh.


No. 4
Computed, not measured: a molecular structure, C26H52O10S, with ωB97M-V/def2-TZVPD.

Positions of all 89 atoms, in Å:
C  -0.985  3.560  2.003
C  -2.100  3.790  0.987
C  -1.706  2.889  -0.226
O  -0.294  2.907  -0.273
C  0.096  2.928  1.098
H  -1.360  2.780  2.665
H  -0.659  4.444  2.551
H  -1.950  4.818  0.659
H  -3.141  3.890  1.293
H  -2.165  3.198  -1.165
H  -1.971  1.832  -0.201
H  1.088  3.379  1.080
H  0.169  1.873  1.364
C  -1.585  0.051  1.176
C  -0.867  0.348  -0.099
C  0.445  -0.287  0.148
O  0.218  -1.444  0.939
C  -1.116  -1.280  1.584
H  -2.660  0.100  1.006
H  -1.221  0.623  2.030
H  -0.814  1.417  -0.303
H  -1.346  -0.155  -0.939
H  1.118  0.422  0.631
H  0.977  -0.687  -0.716
H  -1.074  -1.374  2.669
H  -1.723  -2.051  1.110
C  -4.190  -1.320  0.876
C  -3.963  -1.410  -0.606
C  -3.365  -2.800  -0.687
O  -3.198  -3.423  0.638
C  -4.004  -2.721  1.514
H  -5.226  -1.010  1.013
H  -3.565  -0.636  1.450
H  -3.206  -0.773  -1.061
H  -4.946  -1.236  -1.044
H  -2.379  -2.789  -1.152
H  -3.971  -3.497  -1.265
H  -3.591  -2.703  2.523
H  -4.915  -3.310  1.627
C  -0.166  -2.066  -1.095
C  0.139  -3.604  -1.161
C  -1.165  -4.181  -1.600
O  -1.647  -3.152  -2.565
C  -1.256  -1.827  -2.208
H  0.759  -1.531  -1.310
H  -0.613  -1.665  -0.185
H  0.570  -3.794  -0.178
H  0.870  -3.915  -1.907
H  -1.942  -4.239  -0.837
H  -0.955  -5.167  -2.013
H  -2.069  -1.242  -1.780
H  -0.889  -1.163  -2.991
C  1.566  1.135  -3.462
C  1.449  2.456  -2.855
C  0.210  2.270  -1.917
O  0.342  0.918  -1.557
C  0.723  0.037  -2.602
H  2.583  0.836  -3.713
H  1.023  1.310  -4.391
H  1.277  3.305  -3.517
H  2.269  2.463  -2.137
H  -0.814  2.484  -2.221
H  0.394  2.857  -1.017
H  -0.211  -0.302  -3.052
H  1.195  -0.874  -2.235
C  2.482  0.735  -1.054
C  3.866  0.144  -0.892
C  4.098  0.322  0.635
O  3.119  1.306  0.999
C  2.441  1.901  -0.093
H  1.660  0.095  -0.732
H  2.241  0.959  -2.093
H  4.587  0.613  -1.562
H  3.949  -0.913  -1.143
H  5.115  0.650  0.850
H  3.794  -0.574  1.175
H  2.986  2.772  -0.459
H  1.446  2.260  0.170
C  2.096  0.366  3.886
C  1.825  0.020  2.419
O  2.682  -1.064  2.057
S  4.027  -0.912  2.966
O  4.800  0.137  2.446
O  4.632  -2.258  3.166
O  3.218  -0.391  4.260
H  1.326  0.096  4.608
H  2.429  1.395  4.024
H  1.893  0.902  1.781
H  0.792  -0.248  2.195

The calculation puts the calculated total energy at -2171.07223 Eh.


| no. | lowest unoccupied orbital energy (hartree) | frontier orbital gap (hartree) | strongest force on any atom (eV Å⁻¹) |
| --- | --- | --- | --- |
| 1 | 0.0718 | 0.245 | 1.71 |
| 2 | 0.0097 | 0.384 | 2.27 |
| 3 | -0.0957 | 0.277 | 0.68 |
| 4 | 0.0098 | 0.275 | 18.91 |